[1]
C4H11N2 | ωB97M-V/def2-TZVPD

```
17
C4H11N2, DFT ωB97M-V/def2-TZVPD
N 1.7568 0.1162 -0.4328
N -1.7334 -0.5028 -0.7347
C 0.1518 -2.0570 -0.3568
C 0.5060 0.3356 -0.2908
C -0.4496 -0.8022 -0.3938
C 0.0631 1.7307 -0.1933
H 2.5833 0.7389 -0.3901
H -0.4211 1.8911 0.8789
H 0.8927 2.3532 -0.1467
H -0.7205 1.0846 2.8817
H -2.1472 -1.4143 -1.0134
H -0.6210 1.9982 -0.9560
H -2.2979 -0.1115 0.0358
H 2.0494 -0.8494 -0.4430
H -0.2948 -2.9577 -0.5345
H 1.1126 -2.0827 -0.1727
H -0.4302 0.5293 2.2622
```

Its total energy is -268.1740 Eh. The HOMO energy comes out at -0.5003 hartree. Its molecular weight is 87.15 u. The charge is +1. For the frontier orbital gap, the calculation gives 0.3115 hartree. Its spin multiplicity is 1. The value obtained for the LUMO energy is -0.1888 Eh.

Here are the Mulliken charges for atoms 1 to 8, given in e: number 1, N, carries -0.26; number 2, N, carries -0.49; number 3, C, carries -1.31; number 4, C, carries 0.81; number 5, C, carries 0.76; number 6, C, carries -1.15; number 7, H, carries 0.30; number 8, H, carries 0.21



[2]
C4H11N2 | ωB97M-V/def2-TZVPD

```
17
C4H11N2, DFT ωB97M-V/def2-TZVPD
N 2.1407 1.5575 1.4036
N -1.3680 -1.5851 0.1606
C -0.6555 0.4937 -0.9516
C -0.8271 -1.0022 -1.1160
C 1.4692 0.9937 0.3426
C 0.1425 0.8264 0.2947
H -1.4798 -1.3433 -1.9125
H 1.7365 1.4641 2.3234
H -0.6882 -1.3833 0.9034
H -0.0781 0.8085 -1.8158
H -1.5935 1.0433 -0.9380
H -1.5746 -2.5874 0.1227
H 0.1143 -1.4961 -1.3241
H -0.3734 1.1572 1.1920
H -2.2088 -1.0778 0.4540
H 2.1057 0.7042 -0.4830
H 3.1380 1.4264 1.3441
```

Its total energy is -268.2589 Eh. Its structure (SMILES) is N/C=C/CC[NH3+]. The HOMO energy comes out at -0.4422 hartree. Its molecular weight is 87.15 u. The charge is +1. For the frontier orbital gap, the calculation gives 0.3136 hartree. Its spin multiplicity is 1. The value obtained for the LUMO energy is -0.1286 Eh.

Here are the Mulliken charges for atoms 1 to 8, given in e: number 1, N, carries -0.47; number 2, N, carries -0.31; number 3, C, carries -0.64; number 4, C, carries -0.61; number 5, C, carries 0.03; number 6, C, carries -0.61; number 7, H, carries 0.37; number 8, H, carries 0.22



[3]
C4H11N2 | ωB97M-V/def2-TZVPD

```
17
C4H11N2, DFT ωB97M-V/def2-TZVPD
N 2.0801 0.8729 0.5929
N -1.3400 -0.7016 0.8117
C 1.2273 0.1139 0.1741
C 1.4030 -1.1849 -0.6023
C -0.9643 1.1163 -0.8754
C -0.4926 0.5651 0.4231
H -0.6486 1.2802 1.1251
H 2.4288 -1.2294 -0.5568
H -2.1603 -0.8541 0.2458
H 1.0824 -1.2190 -1.5626
H 1.1503 -2.1735 0.0055
H -1.0379 0.4353 -1.7139
H -0.7575 -1.6433 0.7998
H -1.6124 -0.5703 1.7864
H -1.9953 1.4555 -0.7333
H -0.4618 1.9779 -1.0792
H 2.0987 1.7590 1.1590
```

Its total energy is -268.1853 Eh. Its structure (SMILES) is [H]/N=C(/C)[C@@H](C)[NH3+]. The HOMO energy comes out at -0.4840 hartree. Its molecular weight is 87.15 u. The charge is +1. For the frontier orbital gap, the calculation gives 0.3496 hartree. Its spin multiplicity is 1. The value obtained for the LUMO energy is -0.1344 Eh.

Here are the Mulliken charges for atoms 1 to 8, given in e: number 1, N, carries -0.57; number 2, N, carries -0.33; number 3, C, carries 0.69; number 4, C, carries -1.41; number 5, C, carries -1.53; number 6, C, carries -0.01; number 7, H, carries 0.39; number 8, H, carries 0.39



[4]
C4H11N2 | ωB97M-V/def2-TZVPD

```
17
C4H11N2, DFT ωB97M-V/def2-TZVPD
N 1.3305 -1.4336 0.2018
N -3.2014 -0.1069 0.2289
C -0.8290 -0.5807 0.0152
C -1.9511 -0.1622 -0.5710
C 2.3876 0.7283 -0.6098
C 2.1084 -0.3395 0.4944
H -3.8390 0.7137 0.0930
H -2.9533 -0.3773 1.2453
H 1.7445 1.5835 -0.8218
H 2.9775 -0.7826 0.9289
H 1.1029 -1.8206 -0.6534
H -3.8862 -0.8622 0.0980
H -2.2835 0.1014 -1.6311
H 3.4861 1.0507 -0.5449
H 1.5895 -0.0023 1.4215
H -0.8740 -0.6830 1.1160
H 2.2476 -0.0297 -1.3973
```

Its total energy is -268.0297 Eh. The HOMO energy (alpha / beta) comes out at -0.4957 / -0.5054 hartree. Its molecular weight is 87.15 u. The charge is +1. For the frontier orbital gap (alpha / beta), the calculation gives 0.3018 / 0.3383 hartree. Its spin multiplicity is 1. The value obtained for the LUMO energy (alpha / beta) is -0.1939 / -0.1671 Eh.

Here are the Mulliken charges for atoms 1 to 8, given in e: number 1, N, carries -0.41; number 2, N, carries -0.44; number 3, C, carries -0.72; number 4, C, carries 0.26; number 5, C, carries -0.84; number 6, C, carries -0.22; number 7, H, carries 0.38; number 8, H, carries 0.38



[5]
C4H11N2 | ωB97M-V/def2-TZVPD

```
17
C4H11N2, DFT ωB97M-V/def2-TZVPD
N 0.3354 0.5064 -1.8676
N -0.4650 -0.7281 0.3402
C -1.0537 -1.0746 2.7528
C 1.2920 1.3577 -1.0878
C -0.5227 -1.0057 -0.9209
C -0.6307 -0.2885 1.5169
H -1.4844 -0.9279 -1.3220
H -0.2253 -1.2651 3.3211
H 1.5726 0.7578 -0.1949
H -0.3294 0.7136 1.7065
H -1.5387 -2.0036 2.4390
H -0.3650 1.0881 -2.3205
H 0.9756 -0.0428 -2.3722
H 0.7150 2.2566 -0.8055
H -1.7930 -0.4949 3.3842
H 2.2409 1.6225 -1.6907
H 0.3634 -1.6275 -1.3552
```

Its total energy is -268.1824 Eh. The HOMO energy comes out at -0.5089 hartree. Its molecular weight is 87.15 u. The charge is +1. For the frontier orbital gap, the calculation gives 0.3833 hartree. Its spin multiplicity is 1. The value obtained for the LUMO energy is -0.1256 Eh.

Here are the Mulliken charges for atoms 1 to 8, given in e: number 1, N, carries -0.41; number 2, N, carries -0.07; number 3, C, carries -1.09; number 4, C, carries -0.75; number 5, C, carries -0.29; number 6, C, carries 0.12; number 7, H, carries 0.37; number 8, H, carries 0.32



[6]
C4H11N2 | ωB97M-V/def2-TZVPD

```
17
C4H11N2, DFT ωB97M-V/def2-TZVPD
N 1.4008 1.6921 -0.7566
N -1.3267 -0.7609 2.2327
C 1.3710 0.3678 -1.3057
C -1.1151 -1.1763 0.8358
C -0.7128 -0.1300 0.0343
C -0.0776 -0.2457 -1.2833
H -0.7214 0.1224 -2.1130
H 1.9575 -0.2442 -0.6266
H 0.1107 -1.3326 -1.5276
H -1.1670 -1.4989 2.9618
H 1.0951 2.4217 -1.4243
H -0.6261 0.0709 2.4393
H -2.2737 -0.5025 2.3993
H 1.7511 0.3112 -2.3260
H 2.2472 2.2710 -0.6265
H -1.0442 -2.2471 0.6187
H -0.8688 0.8810 0.4678
```

Its total energy is -268.2072 Eh. Its structure (SMILES) is NCC/C=C/[NH3+]. The HOMO energy comes out at -0.4724 hartree. Its molecular weight is 87.15 u. The charge is +1. For the frontier orbital gap, the calculation gives 0.3314 hartree. Its spin multiplicity is 1. The value obtained for the LUMO energy is -0.1411 Eh.

Here are the Mulliken charges for atoms 1 to 8, given in e: number 1, N, carries -0.60; number 2, N, carries -0.34; number 3, C, carries -0.59; number 4, C, carries -0.23; number 5, C, carries -0.25; number 6, C, carries -0.57; number 7, H, carries 0.35; number 8, H, carries 0.37



[7]
C4H11N2 | ωB97M-V/def2-TZVPD

```
17
C4H11N2, DFT ωB97M-V/def2-TZVPD
N -1.5944 -1.2589 0.2051
N 0.5397 1.3757 -1.9914
C 0.5056 -0.2013 1.3836
C 0.4536 0.7210 0.2816
C -0.8706 -0.9577 1.5840
C 0.8339 0.3601 -0.9827
H -1.7245 -0.4430 2.1132
H 0.6778 0.1979 2.3498
H -1.1017 -1.0566 -0.6185
H 1.4203 -0.3890 -1.5223
H 1.3701 1.3727 -2.5093
H 0.5142 2.3254 -1.6967
H -0.7013 -1.8184 2.1663
H -0.2267 1.1922 -2.4840
H -1.8610 -2.2428 0.0249
H 0.5303 1.8160 0.5988
H 1.2345 -0.9932 1.0975
```

Its total energy is -267.6970 Eh. The HOMO energy (alpha / beta) comes out at -0.7126 / -0.7125 hartree. Its molecular weight is 87.15 u. The charge is +2. For the frontier orbital gap (alpha / beta), the calculation gives 0.4019 / 0.2501 hartree. Its spin multiplicity is 2. The value obtained for the LUMO energy (alpha / beta) is -0.3107 / -0.4624 Eh.

Here are the Mulliken charges for atoms 1 to 8, given in e: number 1, N, carries -0.06; number 2, N, carries -0.15; number 3, C, carries -0.54; number 4, C, carries -0.19; number 5, C, carries -0.45; number 6, C, carries -0.46; number 7, H, carries 0.36; number 8, H, carries 0.37



Calculated ΔE to the lowest compared entry with this formula, charge and spin, 343.7, 120.7, 314.0, 722.4, 321.7, 256.4, 336.2 kJ/mol (same order as the records).